Here is one molecule with the formula C9H6Cl2N4O2 in a non-equilibrium geometry from the Open Molecules 2025 dataset. Energies are from ωB97M-V/def2-TZVPD.

* HOMO level: -8.46 eV
* lowest unoccupied orbital energy: -1.94 eV

Geometry as ORCA input:
```
! RIJCOSX wB97M-V def2-TZVPD def2/J DEFGRID3
* xyz 0 1
Cl 2.666 1.539 2.196
Cl 2.751 -1.620 2.474
O -0.097 2.551 1.807
O 0.075 -2.853 2.032
N -1.768 0.997 -0.092
N -1.043 0.384 -1.135
N -3.314 1.778 2.515
N -3.392 -2.216 2.239
C -1.955 -0.052 -2.219
C -2.376 1.218 2.107
C 1.287 -0.769 2.194
C 0.015 1.321 1.749
C 1.252 0.596 1.997
C -1.191 -0.869 1.937
C -1.264 0.511 1.418
C -2.388 -1.609 2.126
C 0.051 -1.603 2.070
H -2.672 -0.758 -1.790
H -0.404 1.082 -1.494
H -2.785 0.853 -0.253
H -2.504 0.779 -2.695
H -1.695 2.045 -0.090
H -1.358 -0.559 -2.986
*
```

Results of the Löwdin charge analysis, in e, for atoms 1 through 4: 0.746 0.770 0.083 0.046

=====

Here is C41H34BCl2F4IN2OPSc as an isolated structure in a non-equilibrium geometry from the Open Molecules 2025 dataset. Energies are from ωB97M-V/def2-TZVPD.

* HOMO level (spin up / spin down): -5.48 / -6.11 eV
* lowest unoccupied orbital energy (spin up / spin down): 0.29 / -0.24 eV

Geometry as ORCA input:
```
! RIJCOSX wB97M-V def2-TZVPD def2/J DEFGRID3
* xyz 0 1
I 2.032 -2.449 -0.671
Sc 0.056 0.033 0.217
Cl 0.157 -2.512 2.319
Cl -1.079 -5.060 1.520
P -1.939 2.033 -0.263
F 2.833 2.589 -1.006
F 1.110 0.994 -1.200
F 1.879 2.170 -3.082
F 3.241 0.586 -2.092
O -1.109 -1.117 -0.810
N 1.658 0.579 1.547
N -0.922 0.366 2.163
C 3.879 1.425 1.901
C -0.107 0.969 3.100
C -0.621 -1.772 -1.904
C 2.156 1.949 3.486
C -2.722 4.689 3.489
C -1.789 4.303 -3.723
C -2.696 0.213 3.763
C -6.152 0.668 -1.561
C -4.649 2.439 -0.926
C -5.909 2.018 -1.317
C -0.771 -0.094 -3.697
C 0.220 4.723 -2.484
C 1.271 -1.379 -3.505
C -0.942 -3.220 -2.100
C -0.207 3.844 -1.501
C -1.339 -3.344 1.849
C 3.450 2.071 3.084
C -5.131 -0.256 -1.417
C -1.559 4.841 2.746
C -2.178 0.009 2.524
C 2.936 -1.265 -5.307
C -0.575 4.961 -3.595
C -1.344 4.064 1.616
C -3.612 1.515 -0.778
C 0.833 0.011 -5.479
C -1.448 3.212 -1.590
C -3.442 2.967 1.965
C 1.674 -0.892 -4.779
C -0.037 -1.045 -3.028
C -3.658 3.743 3.098
C -0.331 0.448 -4.921
C -2.294 3.131 1.189
C -1.889 0.890 4.722
C 3.801 -2.027 -4.584
C -0.626 1.270 4.385
C 2.964 0.718 1.182
C 3.473 -2.407 -3.261
C 2.254 -2.081 -2.750
C -3.862 0.166 -1.025
C -2.223 3.433 -2.731
C 1.243 1.186 2.721
B 2.372 1.649 -1.919
H -2.890 5.293 4.374
H -0.943 1.182 -5.434
H -1.813 -3.336 -2.763
H 4.208 -2.909 -2.645
H 1.200 5.178 -2.400
H -4.183 2.227 1.692
H 3.257 0.242 0.261
H -2.404 4.463 -4.602
H -0.811 5.566 3.045
H -0.427 4.205 1.064
H -0.111 -3.751 -2.571
H -2.784 -0.446 1.743
H 4.894 1.511 1.538
H -2.029 -3.255 2.675
H -1.708 -2.867 0.951
H -1.169 -3.710 -1.149
H -4.564 3.602 3.678
H -3.056 -0.549 -0.926
H -2.276 1.101 5.714
H -0.232 5.633 -4.375
H -1.738 0.195 -3.296
H -5.316 -1.305 -1.613
H 4.769 -2.297 -4.988
H 0.467 3.619 -0.689
H -4.465 3.490 -0.735
H -7.141 0.343 -1.864
H 3.208 -0.907 -6.296
H 1.159 0.378 -6.446
H -3.167 2.922 -2.859
H -3.709 -0.096 3.985
H -0.001 1.776 5.109
H 4.146 2.663 3.667
H -6.706 2.743 -1.433
H 1.817 2.445 4.387
*
```

Results of the Löwdin charge analysis, in e, for atoms 1 through 4: 1.210 0.786 0.560 0.544

=====

Here is a 2-piece molecular cluster, C2H6OS2 overall in a non-equilibrium geometry from the Open Molecules 2025 dataset. Energies are from ωB97M-V/def2-TZVPD.

* HOMO level (spin up / spin down): 0.71 / -3.93 eV
* lowest unoccupied orbital energy (spin up / spin down): 3.52 / 3.53 eV

Geometry as ORCA input:
```
! RIJCOSX wB97M-V def2-TZVPD def2/J DEFGRID3
* xyz -1 2
S 1.625 -1.099 -1.297
S 1.257 0.550 -0.236
O -1.830 -0.798 0.749
C -1.905 1.400 1.664
C -2.321 0.280 0.784
H -2.546 1.469 2.509
H 1.049 1.281 -1.388
H -2.921 0.755 -0.085
H -0.939 1.261 1.990
H -2.001 2.303 1.117
H 1.243 -1.980 -0.307
*
```

Results of the Löwdin charge analysis, in e, for atoms 1 through 4: -0.210 -0.229 0.033 -0.090

=====

Q: What is the formula in the third record?
A: C2H6OS2

=====

Q: What is the formula in the second record?
A: C41H34BCl2F4IN2OPSc